The following is a DFT calculation (the ωB97M-V functional and the def2-TZVPD basis) of a molecular structure, C5H5NO.

Results
Lowest unoccupied orbital energy (eV): 0.87
Relative energy (zero: lowest compared OMol25 entry of this formula, charge and spin) (kcal/mol): 59.55
Kohn-Sham gap (eV): 11.02
Calculated total energy (Eh): -323.42479

Last column: natural (NBO) charge in e.
Geometry (Å):
N: -0.29226 -2.70033 1.41144  -0.29
C: -0.53895 -1.83436 0.68603  0.25
C: -0.82114 -0.71886 -0.23503  0.00
O: -1.33800 0.44280 0.43874  -0.48
C: -0.28195 1.23574 -0.11128  0.09
C: 1.04004 0.76809 0.38436  -0.44
C: 0.37676 0.05767 -0.76888  -0.27
H: -1.51401 -1.05045 -1.01586  0.23
H: -0.53147 2.22820 -0.47082  0.21
H: 1.89291 1.37922 0.10055  0.23
H: 1.10912 0.28786 1.35906  0.23
H: 0.81125 -0.06272 -1.75315  0.24

Force components x, y, z for each atom (eV/Å):
-0.238 0.816 -0.715
0.199 -0.741 0.632
-0.002 -0.228 -0.061
-0.076 0.005 0.097
0.033 0.373 -0.080
0.085 0.021 0.101
0.076 -0.107 -0.208
0.110 0.032 0.118
0.067 -0.165 0.076
-0.156 -0.096 0.029
-0.039 0.072 -0.162
-0.061 0.016 0.173